Here is 13 unconnected molecules or ions with the total composition C62H159N9O20 from OMol25. Energies are from wB97M-V/def2-TZVPD.

Positions of all 250 atoms, in Å:
C1 -3.05 2.41 -2.58
O1 -2.08 2.93 -3.43
C2 -0.86 3.32 -2.76
C3 0.08 4.02 -3.75
N1 -0.40 5.39 -3.89
C4 0.13 6.03 -5.03
C5 -0.52 7.43 -5.27
O2 0.28 8.09 -6.31
C6 -0.09 7.80 -7.64
H1 -2.57 1.73 -1.89
H2 -3.65 1.80 -3.22
H3 -3.65 3.11 -2.03
H4 -0.44 2.39 -2.30
H5 -1.08 4.08 -2.03
H6 0.00 3.38 -4.71
H7 1.08 4.14 -3.42
H8 -1.40 5.31 -3.99
H9 0.09 5.52 -5.99
H10 1.19 6.21 -4.84
H11 -0.45 8.08 -4.43
H12 -1.48 7.30 -5.71
H13 0.00 6.76 -7.80
H14 0.53 8.48 -8.35
H15 -1.15 8.00 -7.91
C7 4.19 0.62 -5.18
O3 3.96 1.90 -4.57
C8 3.56 1.88 -3.20
C9 3.70 3.23 -2.59
N2 5.08 3.44 -2.01
C10 5.04 4.56 -1.03
C11 4.49 5.91 -1.48
O4 3.06 5.93 -1.46
C12 2.49 7.01 -2.17
H16 4.45 0.90 -6.24
H17 3.37 -0.11 -5.18
H18 5.08 0.13 -4.70
H19 4.06 1.06 -2.73
H20 2.52 1.61 -3.20
H21 2.97 3.27 -1.77
H22 3.42 4.02 -3.26
H23 5.73 3.65 -2.75
H24 5.98 4.74 -0.51
H25 4.36 4.26 -0.22
H26 5.01 6.16 -2.38
H27 4.88 6.70 -0.85
H28 2.66 8.02 -1.78
H29 1.44 6.79 -2.12
H30 2.73 6.97 -3.26
C13 -4.95 2.76 2.73
O5 -5.90 2.56 1.74
C14 -6.91 1.57 2.14
C15 -7.83 1.44 0.95
N3 -7.21 0.94 -0.23
C16 -6.82 -0.49 -0.28
C17 -5.56 -0.67 -1.13
O6 -4.53 0.29 -0.89
C18 -3.77 0.08 0.30
H31 -4.12 3.36 2.28
H32 -4.52 1.89 3.26
H33 -5.32 3.36 3.54
H34 -7.52 1.91 3.01
H35 -6.38 0.67 2.48
H36 -8.33 2.37 0.71
H37 -8.61 0.83 1.33
H38 -6.43 1.54 -0.43
H39 -7.58 -1.18 -0.69
H40 -6.61 -0.83 0.76
H41 -5.82 -0.56 -2.20
H42 -5.20 -1.67 -1.00
H43 -4.47 -0.07 1.15
H44 -3.23 1.04 0.46
H45 -3.16 -0.79 0.21
C19 3.04 -1.78 5.64
O7 2.50 -2.98 5.26
C20 1.11 -2.97 4.94
C21 0.43 -4.14 5.56
N4 -0.08 -3.82 6.91
C22 -1.16 -2.89 6.96
C23 -1.73 -2.82 8.38
O8 -0.72 -2.06 9.11
C24 -0.95 -1.91 10.46
H46 3.02 -0.94 4.89
H47 4.00 -2.02 6.07
H48 2.44 -1.34 6.50
H49 0.97 -2.97 3.81
H50 0.69 -2.07 5.38
H51 1.21 -4.89 5.66
H52 -0.37 -4.40 4.89
H53 0.66 -3.39 7.43
H54 -1.97 -3.19 6.28
H55 -0.94 -1.86 6.60
H56 -1.82 -3.84 8.79
H57 -2.63 -2.23 8.40
H58 -0.84 -2.91 11.01
H59 -1.95 -1.54 10.75
H60 -0.19 -1.22 10.84
C25 1.09 4.23 0.48
O9 1.12 4.56 1.84
C26 -0.09 4.30 2.47
C27 0.12 4.24 4.05
N5 1.01 3.13 4.31
C28 1.55 2.95 5.58
C29 2.28 4.13 6.24
O10 3.30 4.58 5.41
C30 4.13 5.54 6.01
H61 0.19 4.75 0.10
H62 1.15 3.13 0.38
H63 1.92 4.72 0.05
H64 -0.52 3.27 2.29
H65 -0.91 4.98 2.15
H66 -0.79 4.12 4.63
H67 0.60 5.22 4.29
H68 1.76 3.21 3.61
H69 2.34 2.23 5.47
H70 0.74 2.54 6.25
H71 2.64 3.78 7.22
H72 1.62 4.98 6.42
H73 3.59 6.05 6.86
H74 4.28 6.34 5.23
H75 5.10 5.07 6.22
C31 -4.59 -6.94 -4.00
O11 -3.24 -6.56 -3.55
C32 -3.26 -5.47 -2.62
C33 -1.81 -4.97 -2.50
N6 -0.95 -5.88 -1.80
C34 0.46 -5.60 -1.92
C35 1.36 -6.38 -1.00
O12 0.83 -7.66 -0.98
C36 1.22 -8.36 0.17
H76 -4.50 -7.91 -4.47
H77 -4.93 -6.17 -4.65
H78 -5.25 -7.13 -3.16
H79 -3.56 -5.66 -1.57
H80 -3.82 -4.59 -2.95
H81 -1.77 -4.06 -1.99
H82 -1.59 -4.75 -3.47
H83 -1.11 -6.85 -2.15
H84 0.63 -4.56 -1.80
H85 0.75 -5.77 -3.00
H86 1.28 -6.06 0.05
H87 2.38 -6.42 -1.42
H88 1.85 -9.22 -0.06
H89 0.31 -8.74 0.70
H90 1.90 -7.79 0.91
C37 -0.09 -2.00 -7.03
O13 -1.21 -1.90 -6.21
C38 -2.29 -2.63 -6.68
C39 -3.48 -2.15 -5.88
N7 -3.97 -0.87 -6.26
C40 -5.12 -0.47 -5.51
C41 -5.63 0.90 -6.06
O14 -4.81 2.00 -5.68
C42 -4.91 3.06 -6.61
H91 0.71 -1.41 -6.61
H92 -0.27 -1.84 -8.12
H93 0.38 -3.00 -6.99
H94 -2.13 -3.76 -6.43
H95 -2.29 -2.57 -7.83
H96 -3.19 -2.22 -4.81
H97 -4.39 -2.80 -6.04
H98 -3.24 -0.19 -6.40
H99 -4.88 -0.27 -4.46
H100 -5.90 -1.18 -5.66
H101 -6.69 1.09 -5.76
H102 -5.62 0.93 -7.21
H103 -5.89 3.54 -6.57
H104 -4.76 2.63 -7.66
H105 -4.13 3.87 -6.50
C43 6.27 1.85 2.69
C44 5.00 2.39 1.97
C45 3.90 1.38 2.08
O15 4.33 0.13 1.46
C46 4.27 0.16 0.02
N8 4.63 3.69 2.46
H106 6.55 1.05 2.15
H107 6.10 1.48 3.69
H108 7.07 2.62 2.67
H109 5.31 2.49 0.94
H110 2.98 1.79 1.59
H111 3.64 1.10 3.15
H112 4.44 1.18 -0.32
H113 3.31 -0.31 -0.25
H114 5.15 -0.42 -0.35
H115 4.49 3.66 3.43
H116 3.82 4.08 2.04
C47 0.24 0.59 0.51
C48 0.02 -0.89 0.45
C49 0.04 -1.38 -0.98
O16 -0.97 -0.70 -1.66
C50 -1.09 -1.15 -2.98
N9 1.11 -1.66 1.17
H117 0.61 0.83 1.47
H118 -0.57 1.22 0.09
H119 1.07 0.83 -0.19
H120 -0.96 -1.07 0.90
H121 -0.05 -2.47 -0.95
H122 1.01 -1.09 -1.47
H123 -1.19 -2.21 -3.09
H124 -0.21 -0.90 -3.57
H125 -1.93 -0.64 -3.47
H126 1.93 -1.66 0.58
H127 1.31 -1.20 2.05
C51 5.22 -3.03 -1.93
C52 3.87 -2.27 -2.14
C53 3.14 -2.55 -3.45
O17 3.03 -2.75 -1.08
H128 5.19 -3.36 -0.89
H129 6.14 -2.56 -2.25
H130 5.17 -3.89 -2.60
H131 4.05 -1.17 -1.95
H132 2.84 -3.59 -3.47
H133 3.70 -2.29 -4.31
H134 2.24 -1.88 -3.47
H135 3.57 -2.73 -0.29
C54 -3.06 -3.68 0.83
C55 -1.81 -4.48 0.88
C56 -1.15 -4.18 2.29
O18 -2.09 -5.86 0.67
H136 -2.81 -2.65 1.09
H137 -3.77 -3.95 1.57
H138 -3.51 -3.66 -0.15
H139 -1.09 -4.13 0.10
H140 -1.92 -4.08 2.98
H141 -0.62 -3.26 2.29
H142 -0.52 -5.09 2.53
H143 -1.55 -6.09 -0.10
C57 3.07 -4.56 1.79
C58 3.86 -3.40 2.38
C59 5.06 -3.85 3.17
O19 4.40 -2.50 1.34
H144 3.72 -5.35 1.46
H145 2.39 -4.18 1.02
H146 2.50 -5.00 2.60
H147 3.19 -2.80 3.04
H148 5.72 -3.06 3.54
H149 5.67 -4.60 2.57
H150 4.79 -4.30 4.12
H151 4.17 -1.60 1.58
C60 -2.19 -0.94 3.83
C61 -1.50 0.47 3.95
C62 -1.86 1.28 5.18
O20 -0.07 0.31 3.96
H152 -2.11 -1.57 4.72
H153 -1.65 -1.48 3.02
H154 -3.25 -0.78 3.57
H155 -1.72 1.04 3.04
H156 -1.21 1.03 6.02
H157 -2.89 0.91 5.47
H158 -1.94 2.32 5.00
H159 0.29 1.21 4.05

The frontier orbital gap is 9.08 eV. The value obtained for the HOMO energy is -0.31330 Ha. Its net charge is 0. As for the multiplicity: 1. The value obtained for the largest force on an atom is 3.5 eV/A. As for the electronic energy: -4454.73252 Eh.

These are the Mulliken partial charges, in e, on atoms 1 to 4: number 1, C, carries -0.140; number 2, O, carries -0.249; number 3, C, carries -0.156; number 4, C, carries 0.249